ORCA calculation (the ωB97M-V functional and the def2-TZVPD basis) on a 2-piece molecular cluster, C4H10O2 overall at a distorted geometry.

Element x y z (Å)
O  1.01719  6.60960  1.76200
O  -0.36725  -3.02538  -2.92349
C  0.43769  -1.34576  -0.14194
C  -0.76106  -2.03519  -0.85484
C  -0.42579  -2.05439  -2.28646
C  -0.00712  -0.86927  1.23875
H  1.31671  -1.99985  0.03393
H  -0.93031  -0.20326  0.99213
H  -1.70901  -1.72108  -0.47705
H  0.11740  6.22046  2.00094
H  -0.11790  -1.06802  -2.70350
H  0.83776  -0.44083  -0.68093
H  0.87023  -0.24206  1.56578
H  -0.11919  -1.78135  2.04080
H  -0.79359  -3.11938  -0.50373
H  0.63423  7.07576  0.93762

Cartesian forces (eV/Å) of the 3 atoms listed first:
O -3.4976 0.3886 -1.8734
O 0.2489 -3.1173 -2.4208
C -0.0108 0.1454 0.6162

Values from the calculation:
**Orbital gap**: 10.570 eV
**Relative energy (zero: lowest compared OMol25 entry of this formula, charge and spin)**: 2.060 eV
**2S+1**: 1
**E_LUMO**: 0.805 eV
**Total charge**: 0
**HOMO level**: -9.76 eV
**Largest force on an atom**: 0.0775 hartree/bohr

ORCA calculation (the ωB97M-V functional and the def2-TZVPD basis) on a 2-piece molecular cluster, C4H10O2 overall.

Element x y z (Å)
O  0.29926  0.64410  -0.24321
O  -2.06691  1.87588  0.13791
C  1.62601  0.94664  0.13492
C  -0.05921  -1.75372  0.04268
C  0.14343  -0.59756  -0.92322
C  -2.69181  1.20067  1.06112
H  -0.73295  -0.47623  -1.56932
H  1.59520  1.86207  0.72927
H  2.06679  0.14322  0.73855
H  -0.95630  -1.58901  0.64891
H  0.79614  -1.87105  0.71708
H  -0.18058  -2.69036  -0.51189
H  -1.14813  1.55552  -0.04267
H  2.25253  1.11193  -0.75222
H  1.01757  -0.76277  -1.56883
H  -1.96102  0.40066  1.40091

Cartesian forces (eV/Å) of the 3 atoms listed first:
O -0.1220 0.0979 -0.0122
O -0.1383 -0.0333 0.1410
C 0.2072 0.0389 0.0643

Values from the calculation:
**Orbital gap**: 8.924 eV
**Relative energy (zero: lowest compared OMol25 entry of this formula, charge and spin)**: 3.993 eV
**2S+1**: 1
**E_LUMO**: 0.763 eV
**Total charge**: 0
**HOMO level**: -8.16 eV
**Largest force on an atom**: 0.0078 hartree/bohr

ORCA calculation (the ωB97M-V functional and the def2-TZVPD basis) on a 2-piece molecular cluster, C4H10O2 overall.

Element x y z (Å)
O  0.15921  -0.77618  -1.63839
O  2.49432  0.50821  -1.09786
C  1.50086  0.76448  -0.45433
C  0.36483  -0.24962  -0.34627
C  -2.10761  -0.60324  0.08951
C  -0.92483  0.35692  0.18951
H  -3.02322  -0.13355  0.46260
H  -1.93646  -1.51654  0.67144
H  0.69869  -1.04531  0.34677
H  1.37623  1.74857  0.04595
H  2.57367  0.29660  1.73290
H  1.95890  0.46773  2.11266
H  -2.26999  -0.89357  -0.95182
H  1.04385  -0.84957  -2.03198
H  -0.75866  0.64965  1.23705
H  -1.14978  1.27542  -0.36776

Cartesian forces (eV/Å) of the 3 atoms listed first:
O 0.1730 -0.1623 -0.1365
O -0.5743 0.2655 0.2555
C 0.3995 -0.0530 -0.1938

Values from the calculation:
**Orbital gap**: 10.701 eV
**Relative energy (zero: lowest compared OMol25 entry of this formula, charge and spin)**: 1.858 eV
**2S+1**: 1
**E_LUMO**: 0.689 eV
**Total charge**: 0
**HOMO level**: -10.01 eV
**Largest force on an atom**: 0.0133 hartree/bohr

ORCA calculation (the ωB97M-V functional and the def2-TZVPD basis) on the molecule C4H10O2.

Element x y z (Å)
O  -0.29856  -1.50641  -0.38436
O  -0.36604  0.68865  1.01482
C  -1.11715  -0.28649  -1.09318
C  0.81710  -1.88701  -1.20320
C  0.33018  1.73123  1.64969
C  -0.46668  0.87380  -0.42080
H  -1.06452  1.77042  -0.64380
H  -0.16112  2.69942  1.47005
H  0.33413  1.53254  2.72470
H  1.49594  -1.04110  -1.34256
H  1.36986  1.80582  1.29181
H  -0.00745  -1.12934  0.47772
H  1.32890  -2.72830  -0.72965
H  -2.07720  -0.47376  -0.59170
H  0.38367  -2.16556  -2.16101
H  0.56024  1.06550  -0.78515

Cartesian forces (eV/Å) of the 3 atoms listed first:
O 0.0057 0.1159 0.0860
O -0.0515 -0.1262 -0.0136
C -0.0559 0.0852 0.3223

Values from the calculation:
**Orbital gap**: 8.222 eV
**Relative energy (zero: lowest compared OMol25 entry of this formula, charge and spin)**: 4.844 eV
**2S+1**: 1
**E_LUMO**: 0.782 eV
**Total charge**: 0
**HOMO level**: -7.44 eV
**Largest force on an atom**: 0.0066 hartree/bohr

ORCA calculation (the ωB97M-V functional and the def2-TZVPD basis) on the molecule C4H10O2 at a distorted geometry.

Element x y z (Å)
O  1.00687  -0.45008  -0.36092
O  1.38088  2.48253  -0.56113
C  0.42244  1.75459  0.19804
C  -1.61324  -0.38350  0.19677
C  0.55005  -1.69308  -0.81718
C  -0.06536  0.41782  -0.44532
H  0.37947  -1.68674  -1.90434
H  2.22143  2.00599  -0.58162
H  -0.45423  -1.72797  -0.34389
H  -1.69848  -0.07208  1.23198
H  -0.33094  0.60591  -1.50061
H  0.82676  1.53788  1.19562
H  1.26698  -2.46194  -0.52517
H  -2.37388  0.06388  -0.43612
H  -0.41934  2.43820  0.29239
H  -2.00978  -1.44802  0.26454

Cartesian forces (eV/Å) of the 3 atoms listed first:
O 0.0155 0.0671 0.0153
O -0.1237 -0.5228 -0.2117
C -0.7706 -0.4212 0.2759

Values from the calculation:
**Orbital gap**: 10.870 eV
**Relative energy (zero: lowest compared OMol25 entry of this formula, charge and spin)**: 3.161 eV
**2S+1**: 1
**E_LUMO**: 1.019 eV
**Total charge**: 0
**HOMO level**: -9.85 eV
**Largest force on an atom**: 0.0390 hartree/bohr

ORCA calculation (the ωB97M-V functional and the def2-TZVPD basis) on a 2-piece molecular cluster, C4H10O2 overall at a distorted geometry.

Element x y z (Å)
O  -1.24450  0.03459  1.51763
O  -1.72539  -0.00498  -0.99489
C  -0.36854  -2.03187  -0.97132
C  -0.28360  -0.33179  0.86627
C  1.27719  2.12907  0.67334
C  -0.48596  -0.53365  -0.65992
H  0.48835  2.26493  -0.05462
H  2.04639  1.47124  0.28389
H  0.60788  -0.81447  1.29614
H  1.71474  3.09736  0.88910
H  -0.52672  -2.17937  -2.03632
H  0.61590  -2.40354  -0.69992
H  -1.12556  -2.59016  -0.42433
H  -2.16286  0.19464  -0.09502
H  0.86552  1.68477  1.60044
H  0.30716  0.01323  -1.19048

Cartesian forces (eV/Å) of the 3 atoms listed first:
O 1.2338 0.0118 -0.0758
O -1.0374 0.3666 1.3575
C -0.1113 0.4110 0.1155

Values from the calculation:
**Orbital gap**: 11.111 eV
**Relative energy (zero: lowest compared OMol25 entry of this formula, charge and spin)**: 1.166 eV
**2S+1**: 1
**E_LUMO**: 0.708 eV
**Total charge**: 0
**HOMO level**: -10.40 eV
**Largest force on an atom**: 0.0451 hartree/bohr

ORCA calculation (the ωB97M-V functional and the def2-TZVPD basis) on the molecule C4H10O2 at a distorted geometry.

Element x y z (Å)
O  -1.86725  0.37332  -0.89430
O  -1.12786  0.52533  1.31464
C  1.76641  0.49809  0.01287
C  -0.54999  -1.47093  -0.07440
C  0.39104  0.89784  -0.50264
C  -0.78502  0.03481  -0.10097
H  2.49263  1.25634  -0.27264
H  -0.48483  0.45439  2.02586
H  0.07370  1.83897  0.02159
H  0.39106  0.99502  -1.58771
H  -0.26170  -1.80387  -1.06979
H  -2.67062  0.13568  -0.41540
H  -1.46803  -1.97617  0.22036
H  0.22438  -1.72896  0.64168
H  2.09580  -0.44561  -0.41844
H  1.78028  0.41574  1.09929

Cartesian forces (eV/Å) of the 3 atoms listed first:
O -0.0229 0.2239 0.3025
O -1.1734 -0.5651 -1.4951
C -0.2333 -0.1148 -0.1847

Values from the calculation:
**Orbital gap**: 11.185 eV
**Relative energy (zero: lowest compared OMol25 entry of this formula, charge and spin)**: 0.658 eV
**2S+1**: 1
**E_LUMO**: 0.877 eV
**Total charge**: 0
**HOMO level**: -10.31 eV
**Largest force on an atom**: 0.0478 hartree/bohr

ORCA calculation (the ωB97M-V functional and the def2-TZVPD basis) on the molecule C4H10O2 at a distorted geometry.

Element x y z (Å)
O  1.60802  -0.91555  0.16498
O  -0.79544  2.47468  1.00410
C  0.37749  -0.77610  -0.54770
C  -0.39479  -2.08189  -0.48340
C  -0.52621  0.35213  0.04282
C  0.16247  1.67200  0.29871
H  0.65795  -0.62857  -1.59466
H  -1.35988  0.46728  -0.64204
H  0.23351  -2.90108  -0.84872
H  -1.19703  -2.09908  -1.23037
H  1.68184  -0.18835  0.81570
H  -0.35936  3.26231  1.30690
H  1.10547  1.57587  0.84498
H  0.41456  2.19697  -0.62815
H  -0.79811  -2.33818  0.49239
H  -0.81048  -0.07242  1.00447

Cartesian forces (eV/Å) of the 3 atoms listed first:
O -0.0229 0.5864 0.7495
O 0.1588 -0.6520 -0.0165
C -0.3896 0.2135 0.3379

Values from the calculation:
**Orbital gap**: 11.094 eV
**Relative energy (zero: lowest compared OMol25 entry of this formula, charge and spin)**: 0.986 eV
**2S+1**: 1
**E_LUMO**: 0.817 eV
**Total charge**: 0
**HOMO level**: -10.28 eV
**Largest force on an atom**: 0.0379 hartree/bohr

ORCA calculation (the ωB97M-V functional and the def2-TZVPD basis) on a 4-piece molecular cluster, C4H10O2 overall at a distorted geometry.

Element x y z (Å)
O  -2.41260  -0.04105  -0.42847
O  -0.31987  -1.64883  -1.81952
C  1.22231  -0.08276  0.40813
C  1.24575  -1.39730  0.72390
C  0.19013  0.90812  0.49281
C  0.38931  2.11714  -0.08667
H  -1.58089  0.25814  -0.03243
H  -0.71558  1.21164  1.99198
H  2.20384  -1.93357  0.68992
H  2.08749  0.41979  -0.07554
H  -0.34654  2.92449  -0.14266
H  -1.04583  -1.09634  -1.54686
H  -2.95405  -0.40455  0.27344
H  0.31720  -1.65322  -1.08896
H  1.35466  2.28044  -0.57539
H  0.36467  -1.86213  1.21631

Cartesian forces (eV/Å) of the 3 atoms listed first:
O -0.0645 0.0045 -0.5109
O 0.7470 -0.6063 -0.4114
C 1.0790 -1.2065 0.0910

Values from the calculation:
**Orbital gap**: 8.854 eV
**Relative energy (zero: lowest compared OMol25 entry of this formula, charge and spin)**: 5.284 eV
**2S+1**: 1
**E_LUMO**: -0.773 eV
**Total charge**: 0
**HOMO level**: -9.63 eV
**Largest force on an atom**: 0.0925 hartree/bohr

ORCA calculation (the ωB97M-V functional and the def2-TZVPD basis) on the molecule C4H10O2 at a distorted geometry.

Element x y z (Å)
O  -2.51074  0.58516  -1.43187
O  0.02786  -1.63466  0.72024
C  -1.51247  -0.21466  -0.85801
C  0.84264  -0.31934  0.30562
C  1.52673  0.51207  1.43635
C  -0.13990  0.55141  -0.49610
H  -1.92787  -0.71601  -0.00854
H  2.47594  -0.04779  1.66915
H  1.68474  1.49590  1.10053
H  0.81136  0.46301  2.23384
H  0.28347  1.08681  -1.31876
H  1.61600  -0.83329  -0.39482
H  -1.93576  1.19256  -1.99111
H  -0.36211  1.32241  0.32071
H  -1.29693  -1.04979  -1.50484
H  0.41705  -2.39381  0.21761

Cartesian forces (eV/Å) of the 3 atoms listed first:
O 1.7337 1.9940 -1.2869
O 2.0102 1.5504 -0.1534
C 1.5509 -0.0716 0.4333

Values from the calculation:
**Orbital gap**: 10.778 eV
**Relative energy (zero: lowest compared OMol25 entry of this formula, charge and spin)**: 2.209 eV
**2S+1**: 1
**E_LUMO**: 0.784 eV
**Total charge**: 0
**HOMO level**: -9.99 eV
**Largest force on an atom**: 0.0798 hartree/bohr